(1)
C12H23BN5O2 | wB97M-V/def2-TZVPD

The geometry in XYZ format:
```
43
Properties=species:S:1:pos:R:3:forces:R:3
C 2.98260 -3.58604 0.05594 -0.23 -0.28 0.20
C 2.38922 -2.49385 0.95926 -0.31 0.64 -0.28
B 2.11473 -1.19268 0.10701 1.06 -0.16 0.87
O 3.09812 -0.64318 -0.66641 -0.95 -0.43 -0.34
N 0.74174 -0.56032 0.22946 1.12 -1.63 0.67
C -0.00020 -0.58462 -0.84968 -0.39 0.56 -1.22
N 0.62140 -0.72242 -2.09900 -0.09 0.08 -0.24
N -1.29148 -0.45142 -0.79533 -0.96 0.26 0.68
C -2.01477 -0.26566 0.45943 -0.96 -1.00 0.13
C -3.43551 0.29441 0.18350 0.07 -0.90 0.68
O -3.50176 1.31724 -0.39088 0.07 1.78 -1.28
N -4.58294 -0.38635 0.63802 0.45 -0.48 0.28
C -4.74602 -1.69138 0.00085 -0.27 0.04 0.31
C -4.65819 -0.44866 2.10934 -0.51 0.00 -0.04
H 2.34659 -3.79517 -0.80486 -0.03 0.00 -0.09
H 3.97399 -3.32981 -0.30316 0.08 0.17 -0.03
H 3.07274 -4.51722 0.60664 0.05 -0.12 0.04
H 1.48682 -2.81925 1.48163 -0.02 -0.32 -0.04
H 3.10598 -2.25681 1.74694 0.13 0.11 0.04
H 3.09443 -1.14926 -1.49436 0.56 0.32 -0.10
H 0.29559 -1.01549 1.02301 -0.34 0.77 0.25
H 0.59097 0.16668 -2.59268 0.29 -0.04 -0.13
H 0.14672 -1.42450 -2.65856 -0.03 0.09 -0.08
H -1.84786 -0.45272 -1.63797 0.22 0.08 -0.16
H -2.13823 -1.24132 0.93512 0.29 -0.01 0.24
H -1.51988 0.43192 1.12648 0.27 0.09 -0.05
H -5.74845 -2.04661 0.21824 -0.17 0.01 -0.05
H -4.67132 -1.59094 -1.07920 0.12 -0.08 -0.08
H -4.07248 -2.46094 0.40248 0.24 0.02 -0.20
H -3.85125 0.08834 2.60518 0.07 0.13 -0.06
H -5.60265 -0.00522 2.40856 -0.02 0.16 0.21
H -4.66569 -1.47185 2.48284 0.20 -0.17 -0.10
N 3.60964 4.86514 -0.57892 -0.10 -0.15 0.01
C 2.32222 5.09367 -0.32769 0.11 0.14 -0.01
C 1.38061 4.08919 -0.16292 -0.05 -0.06 0.00
C 1.80222 2.77362 -0.26906 0.03 0.05 -0.06
C 3.13772 2.51298 -0.53199 0.02 0.02 0.00
C 3.99561 3.59456 -0.67560 0.09 0.16 -0.01
H 2.03918 6.13786 -0.25623 -0.06 -0.02 0.02
H 0.34701 4.33355 0.04277 0.01 0.04 -0.01
H 1.09674 1.96062 -0.14649 -0.01 0.03 0.05
H 3.50606 1.50090 -0.62313 0.01 0.15 0.00
H 5.05004 3.44304 -0.87861 -0.01 -0.07 0.00
```
Positions in Å, forces in eV/Å.

* Kohn-Sham gap: 8.36 eV
* net charge: +1
* highest occupied orbital energy: -0.4348 Ha
* lowest unoccupied orbital energy: -0.128 hartree

Here are the natural (NBO) charges for atoms 1 to 5, given in e: -0.60 -0.81 1.17 -0.91 -0.80



(2)
C12H23BO10 | wB97M-V/def2-TZVPD

The geometry in XYZ format:
```
46
Properties=species:S:1:pos:R:3:forces:R:3
C 1.93785 -0.63978 -1.22940 0.09 -0.09 -0.54
C 1.47540 0.65716 -2.15975 0.90 -0.46 -0.13
B 0.94147 1.91068 -1.24183 1.56 0.00 0.47
O 1.96970 2.62770 -0.40750 -2.40 -2.48 0.08
C -0.60534 2.44356 -1.09638 -1.14 1.08 -0.22
C -1.57800 2.13506 -2.37812 1.73 -1.25 -6.00
O -1.17074 1.91683 -3.64573 -2.56 1.67 8.87
O -3.06363 2.13716 -2.18510 1.88 -2.83 1.24
C -3.53957 0.81416 -1.75326 -3.82 -4.63 -4.33
C -3.29659 0.14643 -0.25868 -0.13 0.18 -0.40
O -4.28090 0.07663 -2.62438 4.94 5.40 5.72
H 2.78689 -0.37246 -0.45569 -1.93 -0.44 -1.43
H 0.97343 -1.06756 -0.71838 2.07 0.64 -0.75
H 2.39705 -1.46903 -1.94138 -1.11 1.70 1.57
H 0.71353 0.25181 -2.94945 1.49 0.98 1.44
H 2.47370 1.03014 -2.69502 -2.22 -0.73 0.92
H 2.01924 2.11963 0.46106 0.14 1.06 -1.53
H -1.08569 2.08861 -0.06670 0.85 0.73 -2.27
H -0.54056 3.63184 -1.00107 -0.29 -2.43 -0.27
H -3.56876 -1.01343 -0.28063 0.39 2.82 -0.34
H -4.03816 0.70814 0.47454 1.80 -1.13 -1.40
H -2.17877 0.20723 0.08211 -2.24 0.23 -0.57
C -1.55980 3.41054 5.59837 0.09 0.16 0.55
O -1.75967 2.96339 4.25885 -0.47 0.54 -0.84
C -2.38356 3.86302 3.45717 -0.15 0.57 0.30
O -2.76647 4.97425 3.78827 0.58 -1.72 -0.54
O -2.50755 3.31223 2.22328 0.23 0.15 0.94
C -3.15111 4.15261 1.26739 -0.28 0.33 -0.41
H -1.05359 2.61290 6.14900 -0.11 0.00 -0.38
H -0.92208 4.30020 5.61737 -0.26 -0.07 -0.02
H -2.51947 3.61007 6.08602 0.19 0.12 -0.16
H -2.57701 5.07198 1.11323 -0.20 -0.09 0.16
H -4.17439 4.38185 1.58187 0.26 0.10 0.02
H -3.19607 3.61198 0.31808 0.13 -0.12 0.28
C 4.14020 -5.99534 1.02778 0.09 0.14 0.50
O 3.94033 -6.44249 -0.31174 -0.48 0.58 -0.78
C 3.31644 -5.54286 -1.11342 -0.13 0.36 0.08
O 2.93353 -4.43163 -0.78232 0.54 -1.56 -0.46
O 3.19245 -6.09366 -2.34731 0.20 0.27 1.07
C 2.54889 -5.25327 -3.30320 -0.25 0.29 -0.38
H 4.64641 -6.79298 1.57841 -0.11 0.00 -0.38
H 4.77792 -5.10568 1.04678 -0.26 -0.07 -0.02
H 3.18053 -5.79581 1.51543 0.19 0.12 -0.15
H 3.12299 -4.33390 -3.45736 -0.19 -0.10 0.15
H 1.52560 -5.02403 -2.98871 0.25 0.09 0.02
H 2.50393 -5.79391 -4.25251 0.15 -0.12 0.34
```
Positions in Å, forces in eV/Å.

* SMILES: CCB(O)CC(=O)OC(C)=O.COC(=O)OC.COC(=O)OC
* Kohn-Sham gap: 10.32 eV
* highest occupied orbital energy: -0.3859 Ha
* lowest unoccupied orbital energy: -0.007 hartree

Here are the natural (NBO) charges for atoms 1 to 5, given in e: -0.61 -0.82 1.11 -0.95 -0.93



(3)
C12H23ClFN4O10P2 | wB97M-V/def2-TZVPD

The geometry in XYZ format:
```
53
Properties=species:S:1:pos:R:3:forces:R:3
C 2.44166 3.29999 1.25827 0.14 -0.64 -0.15
C 3.27165 2.28443 2.11776 -1.96 -0.22 -0.41
C 3.22879 0.93837 1.39270 1.32 0.73 -0.16
O 3.87183 0.81667 0.38085 -0.01 -0.53 0.00
O 2.52485 -0.08735 1.90078 -0.31 -0.09 -0.03
C 1.14404 0.24830 2.17435 -0.61 0.47 0.24
C 0.16777 -0.76280 1.52816 0.99 0.66 0.01
N -0.20928 -0.28744 0.22523 -0.99 -0.58 1.11
C 0.69933 -0.38873 -0.86199 0.11 -0.35 -0.54
C 1.27154 -1.78732 -1.00454 0.27 0.57 0.13
N 2.50464 -2.02078 -0.89257 0.55 -0.55 -0.15
C -1.48296 0.31439 0.07022 -1.74 1.39 -2.64
N -1.91429 0.82469 -1.06388 1.70 -6.52 -0.30
F -1.64364 2.39484 -1.26571 0.08 4.49 -0.21
C -3.28336 0.39972 -1.22777 -0.28 1.39 2.26
P -4.21180 1.62865 -2.25672 1.31 0.37 -1.38
O -3.49266 1.77374 -3.52983 0.19 -0.24 -0.76
O -5.70109 1.10944 -2.56783 -0.07 0.04 1.09
O -4.31735 3.08597 -1.60908 -0.97 -0.47 0.49
C -3.70096 0.15285 0.28974 -0.45 -0.23 -0.48
Cl -5.25369 1.00751 0.66224 0.33 -0.48 0.29
N -2.52484 0.49630 1.07586 1.43 0.79 1.23
P -2.54660 1.93300 1.95944 -1.84 0.24 1.04
O -3.42942 1.82409 3.11511 -0.52 -0.32 0.57
O -3.04041 3.22870 1.11115 1.38 -0.46 0.58
O -1.05007 2.28097 2.49476 0.00 -0.33 -1.34
H 1.53809 3.60051 1.78438 0.16 0.32 0.10
H 3.04316 4.14595 0.93824 -0.12 0.16 0.15
H 2.08429 2.80402 0.35409 0.09 0.14 -0.10
H 4.29022 2.63215 2.23104 0.12 -0.27 0.15
H 2.72718 2.16900 3.05501 0.57 0.13 0.33
H 0.93049 1.20033 1.69154 -0.08 -0.02 0.06
H 0.94632 0.41904 3.23803 0.40 -0.40 0.09
H -0.71001 -0.88312 2.15915 -0.08 0.15 -0.05
H 0.66578 -1.73581 1.47654 0.01 -0.01 -0.04
H 1.54701 0.30996 -0.76851 0.03 -0.06 -0.03
H 0.21171 -0.14694 -1.80786 -0.36 0.21 0.21
H 0.63101 -2.64531 -1.21378 -0.35 0.20 0.08
H 3.01903 -1.15649 -0.71107 0.05 -0.01 0.15
H -3.31121 -0.59369 -1.66883 -0.07 0.26 -0.68
H -5.97054 1.61392 -3.34485 -0.08 -0.08 -0.18
H -3.54347 3.55637 -1.94324 0.39 -0.08 0.15
H -3.80942 -0.91315 0.48017 -0.64 0.04 -0.18
H -2.24509 3.66504 0.77751 -0.23 -0.02 -0.93
H -1.06875 3.22836 2.66695 0.19 0.08 0.25
O 3.03281 -5.23626 -3.50657 0.42 0.42 0.62
C 2.87020 -6.08850 -2.63882 -2.45 -2.78 -4.35
C 3.54683 -5.41410 -1.09957 2.48 3.19 4.98
O 3.44702 -6.27903 -0.22550 -0.40 -0.73 -0.83
H 3.39932 -7.05454 -2.73343 1.01 0.43 0.56
H 1.84062 -6.36150 -2.34383 -0.05 0.90 0.83
H 2.99746 -4.46620 -0.95518 -1.18 -0.38 -0.82
H 4.56628 -5.07822 -1.36828 0.13 -0.92 -0.99
```
Positions in Å, forces in eV/Å.

* Kohn-Sham gap: 2.74 eV
* net charge: -1
* highest occupied orbital energy: -0.1104 Ha
* lowest unoccupied orbital energy: -0.010 hartree

Here are the natural (NBO) charges for atoms 1 to 5, given in e: -0.61 -0.53 0.82 -0.59 -0.53